Record 1
Formula: C43H72BN7O4PbS4Si
Source: the Open Molecules 2025 dataset
Level of theory: wB97M-V/def2-TZVPD

```
133
Properties=species:S:1:pos:R:3
Pb 0.303 -0.051 0.013
C 2.498 3.936 -2.776
C 2.955 3.360 -1.477
C 3.573 4.097 -0.531
C 3.930 3.513 0.716
N 3.603 2.298 1.002
N 2.958 1.549 0.069
B 2.578 0.190 0.654
N 2.698 0.191 2.189
N 3.916 -0.308 2.504
C 4.252 -0.430 3.742
C 3.363 -0.041 4.783
C 2.146 0.460 4.485
C 1.172 0.871 5.541
C 1.780 0.583 3.089
S 0.285 1.208 2.645
C 5.618 -1.022 4.042
C 5.422 -2.303 4.864
C 6.441 -0.007 4.844
C 6.349 -1.363 2.747
N 3.290 -1.022 0.098
N 4.361 -0.682 -0.655
C 5.164 -1.611 -1.050
C 4.936 -2.977 -0.700
C 3.858 -3.323 0.034
C 3.562 -4.742 0.393
C 2.966 -2.272 0.488
S 1.625 -2.576 1.445
C 6.355 -1.190 -1.891
C 6.254 -1.866 -3.263
C 6.371 0.325 -2.077
C 7.642 -1.630 -1.181
C 2.712 1.964 -1.200
S 2.106 0.930 -2.384
C 4.674 4.301 1.781
C 5.983 4.829 1.178
C 3.796 5.474 2.232
C 4.996 3.415 2.982
H 2.641 5.015 -2.778
H 1.442 3.708 -2.922
H 3.043 3.495 -3.611
H 3.762 5.148 -0.705
H 3.661 -0.152 5.818
H 1.587 0.686 6.530
H 0.238 0.321 5.426
H 0.919 1.927 5.443
H 4.974 -2.100 5.838
H 6.388 -2.781 5.039
H 4.780 -3.009 4.336
H 5.934 0.293 5.762
H 6.633 0.892 4.256
H 7.401 -0.445 5.122
H 5.814 -2.124 2.177
H 7.343 -1.743 2.989
H 6.453 -0.487 2.105
H 5.624 -3.741 -1.040
H 4.250 -5.415 -0.117
H 2.533 -4.992 0.132
H 3.642 -4.891 1.471
H 5.354 -1.537 -3.786
H 6.229 -2.954 -3.181
H 7.118 -1.602 -3.876
H 5.463 0.673 -2.572
H 7.234 0.601 -2.685
H 6.438 0.842 -1.118
H 7.708 -2.715 -1.087
H 7.698 -1.200 -0.179
H 8.513 -1.292 -1.746
H 5.801 5.559 0.387
H 6.577 4.016 0.759
H 6.574 5.319 1.953
H 3.532 6.128 1.400
H 4.329 6.075 2.971
H 2.871 5.114 2.684
H 5.614 2.564 2.690
H 4.090 3.016 3.440
H 5.535 4.004 3.725
C -1.434 1.444 -4.280
C -2.700 1.232 -3.466
C -3.751 0.483 -4.273
C -3.246 2.562 -2.974
O -2.298 0.423 -2.339
Si -3.194 -0.396 -1.248
S -1.929 -1.120 0.282
O -4.349 0.611 -0.719
C -5.205 0.937 0.374
C -5.045 2.431 0.618
C -4.831 0.158 1.627
C -6.626 0.610 -0.065
O -3.896 -1.655 -2.025
C -4.280 -2.997 -1.732
C -4.853 -3.099 -0.324
C -3.066 -3.902 -1.887
C -5.345 -3.351 -2.761
H -1.630 2.120 -5.114
H -1.073 0.497 -4.685
H -0.655 1.879 -3.652
H -3.977 1.040 -5.184
H -4.674 0.365 -3.703
H -3.392 -0.510 -4.547
H -3.510 3.185 -3.831
H -2.505 3.082 -2.372
H -4.139 2.405 -2.371
H -4.020 2.660 0.911
H -5.720 2.764 1.408
H -5.273 2.988 -0.291
H -3.797 0.350 1.912
H -4.951 -0.916 1.475
H -5.482 0.462 2.448
H -6.880 1.174 -0.962
H -7.339 0.862 0.721
H -6.720 -0.453 -0.290
H -4.098 -2.863 0.427
H -5.209 -4.113 -0.137
H -5.693 -2.413 -0.208
H -2.283 -3.626 -1.178
H -2.675 -3.815 -2.902
H -3.348 -4.941 -1.713
H -6.190 -2.667 -2.675
H -5.703 -4.371 -2.612
H -4.937 -3.267 -3.768
N -0.437 3.236 -0.759
C -0.367 2.114 -0.495
C 2.279 -3.002 -3.405
O 1.831 -2.394 -2.170
C 0.743 -1.698 -2.069
C -0.107 -1.665 -3.291
H 1.597 -3.796 -3.702
H 3.259 -3.411 -3.173
H 2.358 -2.248 -4.185
H -0.320 -2.685 -3.626
H 0.424 -1.158 -4.105
H -1.035 -1.131 -3.105
```

- Energy relative to the best compared isomer or geometry (same formula, charge and spin): 0.700 eV
- Multiplicity: 1
- Strongest force on any atom: 0.0129 hartree/bohr
- M: 1125.5 g/mol
- Kohn-Sham gap: 7.297 eV
- E: -121528.8962 eV

***

Record 2
Formula: C2H2CaO2Tl
Source: the Open Molecules 2025 dataset
Level of theory: wB97M-V/def2-TZVPD

```
8
Properties=species:S:1:pos:R:3
C 0.610 -1.482 -0.773
C 0.715 -0.311 0.001
O 0.153 0.838 -0.447
O -0.475 -1.712 -1.498
H 1.702 -0.894 -1.126
Ca -2.968 1.493 1.482
Tl -0.450 2.554 1.270
H 0.713 -0.487 1.092
```

- Charge: +1
- Multiplicity: 1
- Strongest force on any atom: 0.1652 hartree/bohr
- M: 302.5 g/mol
- Kohn-Sham gap (alpha / beta): 3.653 / 3.672 eV
- E: -29318.6910 eV

***

Record 3
Formula: C2H6O2Y
Source: the Open Molecules 2025 dataset
Level of theory: wB97M-V/def2-TZVPD

```
11
Properties=species:S:1:pos:R:3
C 1.497 -0.085 -0.941
C 0.131 -0.555 -0.457
O 0.375 -1.542 0.577
H 2.259 -0.133 -0.147
H 1.861 -0.693 -1.791
H 1.442 0.961 -1.281
H -0.338 -1.084 -1.312
H -0.429 -1.675 1.100
Y -1.345 1.255 0.149
O -2.383 1.982 1.791
H -3.071 1.569 2.312
```

- Charge: +1
- Energy relative to the best compared isomer or geometry (same formula, charge and spin): 0.756 eV
- Multiplicity: 1
- Strongest force on any atom: 0.0476 hartree/bohr
- M: 151.0 g/mol
- Kohn-Sham gap: 6.019 eV
- E: -7300.3451 eV